Entry 1:
ORCA calculation (ωB97M-V/def2-TZVPD) on a molecular structure, C42H52BBiN12PS2.

Its strongest force on any atom is 1.75 eV/A. The calculation puts the HOMO energy at -4.9 eV. As for the total energy: -99758.70692 eV. As for the HOMO-LUMO gap: 6.6 eV.

Geometry as ORCA input:
```
! wB97M-V def2-TZVPD RIJCOSX def2/J DEFGRID3
* xyz -1 1
Bi 0.97649 -0.18207 0.71744
C 2.63949 -1.64100 -2.82946
C 1.16021 -1.89208 -3.11955
C 1.03160 -2.58384 -4.47798
C 0.51160 -2.69948 -2.03608
C 0.14736 -4.05367 -2.09446
C -0.42839 -4.30914 -0.87117
N -0.40984 -3.18235 -0.14167
N 0.15719 -2.19961 -0.85412
B -0.99549 -3.10752 1.29143
N 0.13026 -2.99053 2.33111
C 0.43891 -3.98138 3.18254
C 1.54332 -3.60734 3.91165
C 1.86604 -2.33038 3.43310
N 0.99424 -1.98429 2.49218
C 2.99001 -1.45666 3.88650
C 2.64718 -0.86971 5.25760
C 4.29720 -2.25264 3.94741
N -2.03758 -1.99699 1.40182
C -3.35595 -2.18409 1.20279
C -3.98496 -0.96478 1.30519
C -2.94322 -0.06345 1.57398
N -1.79079 -0.71198 1.64235
C -3.07053 1.39786 1.88674
C -3.05361 1.45744 3.42275
C -2.43493 3.73989 0.95724
H 3.09482 -1.13081 -3.67737
H 3.16034 -2.58385 -2.65886
H 2.74496 -1.01145 -1.95270
H 0.65988 -0.91592 -3.16233
H 1.66580 -3.46866 -4.51526
H 1.35456 -1.91091 -5.27095
H 0.00534 -2.88744 -4.67452
H 0.28448 -4.73963 -2.90667
H -0.85459 -5.21451 -0.48709
H -1.56076 -4.14331 1.48830
H -0.12957 -4.88932 3.21369
H 2.03862 -4.17277 4.67393
H 3.10620 -0.63634 3.17388
H 2.42432 -1.66356 5.96773
H 1.77673 -0.22523 5.17698
H 3.47975 -0.28488 5.64031
H 4.22139 -3.06104 4.67386
H 5.12217 -1.60318 4.23903
H 4.52548 -2.68152 2.97248
H -3.75005 -3.16346 1.01812
H -5.03168 -0.74971 1.20845
H -4.05014 1.73993 1.52757
H -2.07017 1.17751 3.79653
H -3.77091 0.72960 3.80333
H -3.31454 2.43154 3.82716
H -1.53899 4.28666 0.65136
H -3.31009 5.45932 1.87429
H -3.15543 3.80385 0.13682
C -1.83194 1.73201 -0.29264
C -2.00186 2.26658 1.14307
C -3.03207 4.43631 2.16173
C -2.12990 4.50867 3.33902
C -0.97556 3.85513 3.61693
C -0.35473 4.21656 4.86998
C 0.80888 3.68121 5.28779
C 1.51901 2.78904 4.45385
C 1.03977 2.42278 3.23462
S 2.16317 1.56768 2.20101
C -0.30306 2.80429 2.79231
N -0.73253 2.15969 1.77966
H -2.76650 1.83930 -0.84059
H -1.54566 0.68807 -0.30681
H -1.05873 2.30408 -0.80106
H -3.97264 3.95033 2.45699
H -2.48042 5.21481 4.09078
H -0.85346 4.96794 5.46866
H 1.23626 3.94873 6.24261
H 2.48820 2.42416 4.75145
C -2.15332 2.49196 -6.15643
N -1.78001 1.09066 -6.24796
C -2.95371 0.28246 -5.96142
N -3.57715 0.58194 -4.68412
C -3.88914 2.00111 -4.63810
N -2.74098 2.85698 -4.87955
C -1.77482 2.76764 -3.80116
P -1.04783 1.05523 -3.51866
C -0.68515 0.77639 -5.34773
C -2.72472 0.19817 -3.57467
H -2.89691 2.69336 -6.93762
H -1.26779 3.10887 -6.32965
H -2.67514 -0.77577 -5.97636
H -3.69331 0.47519 -6.74858
H -4.31511 2.24046 -3.65863
H -4.64160 2.20831 -5.41068
H -2.25799 3.08494 -2.87226
H -0.94397 3.44988 -4.00494
H -0.40525 -0.27133 -5.50396
H 0.17562 1.40220 -5.61052
H -3.25312 0.42796 -2.64452
H -2.56185 -0.88438 -3.60960
N 7.81286 -3.28168 -0.61553
C 6.80337 -2.79031 -0.36845
C 5.54839 -2.21995 -0.07615
C 5.38401 -0.83470 -0.02197
C 4.13662 -0.30831 0.25036
C 3.03113 -1.12626 0.45760
C 3.21579 -2.50466 0.42825
C 4.45564 -3.05658 0.16698
H 6.23248 -0.18657 -0.18901
H 4.00596 0.76108 0.29180
H 2.38062 -3.16747 0.59867
H 4.59789 -4.12948 0.14999
S 1.69550 2.95740 -2.99870
C 1.68143 1.90388 -1.82077
N 1.71160 1.10290 -0.96270
*
```

=====

Entry 2:
ORCA calculation (ωB97M-V/def2-TZVPD) on a gas-phase ion, C6H10N3 (charge +1).

Its strongest force on any atom is 4.01 eV/A. Its SMILES is Cc1c(N)cc[nH]c1=[NH2+]. The calculation puts the HOMO energy at -13.2 eV. As for the total energy: -10848.26272 eV. The value obtained for the energy relative to the best compared isomer or geometry (same formula, charge and spin) is 0.000 eV. As for the HOMO-LUMO gap: 9.7 eV.

Geometry as ORCA input:
```
! wB97M-V def2-TZVPD RIJCOSX def2/J DEFGRID3
* xyz 1 1
C 1.07631 1.64752 0.55662
C 0.20561 0.45128 0.22895
C 0.88680 -0.71502 0.01043
N 2.21849 -0.74205 0.37241
C 0.34212 -1.77870 -0.72797
C -0.94110 -1.76045 -1.03883
N -1.71191 -0.66386 -0.68162
C -1.13607 0.47478 -0.17387
N -2.02055 1.50160 0.03447
H 0.57702 2.53046 0.52225
H 1.60218 1.61571 1.51793
H 2.03828 1.51957 -0.00525
H 2.57736 -1.66901 0.53916
H 2.50193 -0.05314 1.11857
H 0.85964 -2.70845 -0.91074
H -1.62085 -2.53617 -1.45452
H -2.63646 -0.48970 -0.92212
H -1.72390 2.03247 0.82735
H -3.09491 1.34317 0.18678
*
```

=====

Entry 3:
ORCA calculation (ωB97M-V/def2-TZVPD) on 2 unconnected molecules or ions with the total composition C2H3FIN3.

Its strongest force on any atom is 3.77 eV/A. Its SMILES is Fc1cnn[nH]1.I. The calculation puts the HOMO energy at -9.8 eV. As for the total energy: -17409.04633 eV. The value obtained for the energy relative to the best compared isomer or geometry (same formula, charge and spin) is 0.182 eV. As for the HOMO-LUMO gap: 10.4 eV.

Geometry as ORCA input:
```
! wB97M-V def2-TZVPD RIJCOSX def2/J DEFGRID3
* xyz 0 1
F 2.09877 -1.91506 0.52277
C 1.40085 -0.83724 0.14685
C 1.50363 0.50532 0.40947
N 0.58940 1.11689 -0.27517
N -0.21482 0.23529 -0.84028
N 0.37213 -1.03039 -0.63486
H 2.19577 1.04166 1.05821
H -0.03214 -1.83476 -1.06758
I -4.52282 0.74158 0.23278
H -3.39078 1.97672 0.44782
*
```

=====

Entry 4:
ORCA calculation (ωB97M-V/def2-TZVPD) on 10 unconnected molecules or ions with the total composition H20O10.

Its strongest force on any atom is 3.73 eV/A. The calculation puts the HOMO energy (alpha / beta) at -13.5 / -13.5 eV. As for the total energy: -20789.57236 eV. The value obtained for the energy relative to the best compared isomer or geometry (same formula, charge and spin) is 0.498 eV. As for the HOMO-LUMO gap (alpha / beta): 10.5 / 3.1 eV. As for the expectation value of S²: 0.75.

Geometry as ORCA input:
```
! wB97M-V def2-TZVPD RIJCOSX def2/J DEFGRID3
* xyz 1 2
O 31.14987 0.83532 -23.52493
H 31.93710 0.46230 -23.12824
H 30.55678 0.09096 -23.62695
O 27.63292 -0.23648 -21.14569
H 26.76976 -0.55537 -20.88205
H 27.78771 0.52594 -20.58803
O 29.33520 3.41090 -25.03414
H 28.86968 4.20948 -25.28272
H 28.82808 3.05471 -24.30463
O 29.56017 -1.45612 -22.68082
H 29.01687 -0.95209 -22.07500
H 29.11537 -2.30031 -22.75654
O 26.34883 1.58166 -25.58462
H 25.86903 1.97789 -24.85729
H 25.73676 1.61060 -26.31999
O 31.36878 3.43773 -23.05124
H 30.75585 3.83125 -23.67228
H 31.18731 2.49901 -23.09705
O 27.18049 4.02327 -20.62056
H 26.44789 3.41164 -20.54682
H 27.64249 3.74992 -21.41308
O 25.14724 2.61467 -20.40482
H 24.77453 1.76076 -20.18538
H 24.44657 3.23842 -20.21449
O 24.58893 2.06913 -23.36444
H 23.71449 1.86419 -23.69549
H 24.44122 2.73426 -22.69213
O 27.71187 2.58083 -22.99136
H 28.29250 1.82084 -22.95239
H 26.93818 2.31754 -22.49305
*
```

=====

Entry 5:
ORCA calculation (ωB97M-V/def2-TZVPD) on 2 unconnected molecules or ions with the total composition C3H10N2O2.

Its strongest force on any atom is 6.17 eV/A. Its SMILES is CCNC(N)=O.O. The calculation puts the HOMO energy at -9.6 eV. As for the total energy: -10347.85823 eV. The value obtained for the energy relative to the best compared isomer or geometry (same formula, charge and spin) is 1.630 eV. As for the HOMO-LUMO gap: 10.2 eV.

Geometry as ORCA input:
```
! wB97M-V def2-TZVPD RIJCOSX def2/J DEFGRID3
* xyz 0 1
C 1.67451 1.64353 0.21371
C 0.95454 0.46256 0.98030
N -0.49130 0.34857 0.67743
C -0.94407 0.09212 -0.66542
N 0.06052 -0.54786 -1.33210
O -2.07428 0.37666 -0.90327
H 2.09424 1.30453 -0.80763
H 2.53411 1.89808 0.75198
H 1.00835 2.41960 0.03360
H 1.64665 -0.38275 0.73543
H 1.00543 0.55550 2.06443
H -1.27035 0.16134 1.34090
H 0.05410 -0.39388 -2.40679
H 0.39192 -1.37014 -0.95191
O -2.39708 -2.51547 0.16619
H -1.96739 -1.94401 0.79865
H -2.27989 -2.10837 -0.69552
*
```

=====

Entry 6:
ORCA calculation (ωB97M-V/def2-TZVPD) on a molecular structure, CHN2O4S.

Its strongest force on any atom is 5.80 eV/A. The calculation puts the HOMO energy at -5.6 eV. As for the total energy: -23058.76500 eV. The value obtained for the energy relative to the best compared isomer or geometry (same formula, charge and spin) is 0.257 eV. As for the HOMO-LUMO gap: 9.6 eV.

Geometry as ORCA input:
```
! wB97M-V def2-TZVPD RIJCOSX def2/J DEFGRID3
* xyz -1 1
C -1.04677 -0.37133 -0.59466
N 0.08103 -0.10528 -1.21812
N -0.90773 -0.45602 0.84965
O -2.15139 -0.58131 -1.05957
O 1.56831 1.79305 -0.10659
O 2.39195 -0.57779 -0.24549
O 0.40299 -0.12649 1.23910
S 1.22254 0.24807 -0.17420
H -1.56092 0.17711 1.30990
*
```

=====

Entry 7:
ORCA calculation (ωB97M-V/def2-TZVPD) on a molecular structure, CH5BNO2Sn.

Its strongest force on any atom is 1.93 eV/A. The calculation puts the HOMO energy at -14.7 eV. As for the total energy: -13196.97047 eV. As for the HOMO-LUMO gap: 7.3 eV.

Geometry as ORCA input:
```
! wB97M-V def2-TZVPD RIJCOSX def2/J DEFGRID3
* xyz 1 1
B -0.85021 -0.62470 -0.44851
C 0.02300 0.05221 0.77230
O -0.04591 1.37981 1.05910
N 0.18658 2.26646 -0.11476
O 1.12604 1.95454 -0.68691
H -1.56612 -1.48536 -0.01405
H -0.02238 -1.31562 -1.28419
H -1.42044 0.14468 -1.16105
H 1.15038 -0.22039 0.53172
H -0.19768 -0.45727 1.70172
Sn 1.61674 -1.69437 -0.35537
*
```